Record 1
Density functional theory data (ωB97M-V with the def2-TZVPD basis set) for a molecular structure, C34H60BeN2O2Si in a non-equilibrium geometry.

Values from the calculation:
* gap between HOMO and LUMO: 8.6 eV
* net charge: 0
* multiplicity: 1

Last column: Löwdin charge in e.
Element x y z (Å)
O: 0.677 2.339 0.344  -0.211
O: -0.738 3.207 -2.462  -0.211
C: 0.400 2.807 1.673  -0.250
C: 1.323 2.377 2.798  -0.084
H: -0.631 2.489 1.890  0.113
H: 0.394 3.903 1.591  0.115
H: 1.316 1.286 2.933  0.061
H: 0.943 2.820 3.724  0.083
H: 2.350 2.735 2.666  0.078
C: 1.959 1.734 0.052  -0.240
C: 2.771 2.673 -0.805  -0.062
H: 1.767 0.793 -0.499  0.105
H: 2.505 1.445 0.964  0.100
H: 2.209 3.005 -1.683  0.045
H: 3.690 2.193 -1.150  0.078
H: 3.034 3.558 -0.218  0.083
C: -0.850 2.738 -3.817  -0.286
C: -0.554 4.622 -2.339  -0.262
C: 0.403 2.028 -4.275  -0.069
H: -1.087 3.566 -4.511  0.124
H: -1.676 2.013 -3.837  0.096
H: 1.272 2.696 -4.230  0.067
H: 0.267 1.709 -5.315  0.080
H: 0.587 1.131 -3.667  0.065
C: 0.682 5.140 -3.047  -0.080
H: -0.487 4.809 -1.258  0.117
H: -1.440 5.153 -2.733  0.119
H: 1.575 4.592 -2.729  0.056
H: 0.824 6.197 -2.800  0.080
H: 0.579 5.068 -4.137  0.075
H: -1.095 1.971 -0.331  0.027
N: 1.351 -2.588 2.285  0.052
C: 1.339 -3.930 2.355  -0.292
C: 0.621 -4.720 1.455  -0.026
C: -0.174 -4.248 0.405  -0.283
C: 2.258 -4.627 3.311  -0.004
H: 2.303 -4.138 4.292  0.089
H: 3.280 -4.683 2.907  0.090
H: 1.899 -5.653 3.449  0.086
C: -0.671 -5.239 -0.612  -0.006
H: -0.233 -5.057 -1.607  0.099
H: -1.767 -5.223 -0.716  0.085
H: -0.388 -6.257 -0.315  0.081
N: -0.428 -2.942 0.217  0.052
C: 2.433 -1.855 2.845  -0.176
C: 2.337 -1.289 4.132  -0.222
C: 1.150 -1.485 5.024  -0.036
C: 3.411 -0.536 4.605  -0.055
H: 3.323 -0.077 5.590  0.112
C: 4.592 -0.411 3.870  -0.073
H: 5.427 0.186 4.253  0.105
C: 4.696 -1.056 2.636  -0.054
H: 5.614 -1.000 2.054  0.108
C: 3.653 -1.830 2.138  -0.209
C: 3.891 -2.640 0.903  -0.027
C: -0.951 -2.432 -1.011  -0.172
C: -2.342 -2.335 -1.223  -0.212
C: -3.333 -2.716 -0.165  -0.027
C: -2.794 -1.857 -2.451  -0.052
H: -3.871 -1.781 -2.609  0.110
C: -1.899 -1.485 -3.450  -0.081
H: -2.270 -1.105 -4.402  0.105
C: -0.527 -1.609 -3.239  -0.059
H: 0.190 -1.368 -4.021  0.106
C: -0.038 -2.048 -2.012  -0.208
C: 1.437 -2.118 -1.773  -0.036
Be: 0.038 -2.037 1.486  0.167
H: 0.372 -0.732 4.854  0.075
H: 1.468 -1.375 6.070  0.084
H: 0.698 -2.473 4.909  0.078
H: 3.065 -2.604 0.186  0.047
H: 4.098 -3.695 1.131  0.083
H: 4.782 -2.245 0.398  0.084
H: -4.346 -2.672 -0.591  0.082
H: -3.305 -2.024 0.690  0.078
H: -3.178 -3.739 0.205  0.074
H: 1.755 -3.101 -1.400  0.078
H: 1.777 -1.343 -1.068  0.066
H: 1.958 -1.945 -2.722  0.085
H: 0.800 -5.796 1.501  0.106
C: -2.006 1.390 -0.654  -0.149
Si: -3.613 2.347 -1.000  0.477
H: -1.701 0.848 -1.559  0.023
H: -2.217 0.624 0.104  -0.004
C: -3.679 3.947 -0.027  -0.185
C: -5.093 1.264 -0.562  -0.188
C: -3.924 2.856 -2.781  -0.181
H: -4.747 3.584 -2.830  0.037
H: -4.209 1.988 -3.385  0.031
H: -3.064 3.339 -3.253  -0.005
H: -3.740 3.743 1.051  0.030
H: -4.577 4.504 -0.336  0.030
H: -2.788 4.555 -0.238  0.018
H: -4.914 0.663 0.337  0.022
H: -5.337 0.584 -1.390  0.020
H: -5.982 1.886 -0.376  0.028
C: -1.012 -0.911 2.192  -0.121
H: -0.548 -0.198 2.887  -0.024
H: -1.706 -1.525 2.793  0.012
H: -1.613 -0.350 1.468  -0.038

Cartesian forces, eV/Å:
O 1.259 -0.667 0.454
O 0.128 0.488 -0.789
C -0.110 0.373 -0.396
C -0.117 -0.191 0.032
H 0.240 0.018 -0.012
H -0.032 -0.066 0.275
H 0.145 0.253 -0.078
H 0.012 -0.023 -0.075
H -0.139 -0.126 0.012
C -0.740 -0.182 0.011
C 0.212 0.271 0.023
H -0.145 0.385 0.194
H -0.233 0.168 -0.281
H -0.020 -0.229 0.218
H 0.028 0.021 0.053
H 0.072 -0.002 -0.126
C -0.033 -0.033 0.354
C -0.155 -0.376 -0.018
C 0.310 -0.037 -0.107
H -0.071 -0.234 0.309
H 0.156 0.287 -0.005
H -0.115 -0.252 0.004
H 0.078 -0.006 0.091
H 0.015 0.295 -0.052
C 0.176 0.155 -0.049
H -0.042 -0.089 -0.273
H 0.093 -0.152 0.165
H -0.178 0.160 -0.115
H -0.002 -0.084 -0.047
H 0.097 -0.018 0.218
H -1.345 -0.539 -0.450
N -0.392 -1.394 -0.285
C 1.074 0.987 -0.413
C -0.439 -0.564 0.256
C -0.035 0.830 -1.172
C 0.153 -0.534 0.233
H 0.003 -0.004 -0.307
H -0.269 0.099 0.150
H 0.168 0.183 0.042
C 0.044 -0.658 -0.182
H -0.190 0.121 0.322
H 0.346 0.190 0.006
H -0.080 0.291 -0.065
N 0.633 -1.023 0.634
C 0.343 -0.428 0.749
C 0.276 0.230 -0.611
C -0.255 0.123 0.378
C 0.460 -0.068 -0.053
H 0.099 -0.082 -0.210
C -0.212 0.175 -0.148
H -0.366 -0.257 -0.140
C 0.107 0.057 0.452
H -0.081 0.030 0.189
C -0.363 0.377 0.366
C 0.146 0.105 -0.617
C -0.472 -0.238 -0.380
C 0.602 0.045 -0.041
C -0.439 -0.059 0.112
C 0.156 0.120 -0.053
H 0.265 0.046 -0.047
C 0.012 -0.072 -0.118
H 0.074 -0.140 0.197
C -0.263 0.107 0.171
H -0.198 0.076 0.060
C -0.500 -0.154 0.277
C 0.367 -0.040 -0.267
Be -0.204 0.855 0.223
H 0.050 -0.184 -0.107
H -0.092 -0.081 -0.243
H -0.010 0.145 -0.076
H 0.135 -0.066 0.324
H -0.130 0.201 -0.002
H -0.183 -0.174 0.039
H 0.258 -0.021 0.175
H 0.128 -0.243 -0.170
H 0.034 0.286 0.035
H -0.099 0.244 0.015
H -0.149 -0.299 -0.100
H 0.009 -0.003 0.189
H -0.313 0.404 0.129
C 0.146 0.265 0.036
Si 0.503 -0.130 0.022
H -0.034 0.003 0.076
H -0.025 0.229 -0.208
C -0.113 -0.009 0.169
C -0.158 0.010 0.155
C 0.034 0.178 -0.305
H 0.017 -0.246 0.106
H 0.041 0.094 -0.055
H -0.276 -0.077 0.178
H 0.073 0.202 -0.185
H 0.261 -0.038 0.188
H -0.235 -0.097 0.127
H -0.038 0.068 -0.119
H 0.081 0.075 0.175
H 0.149 -0.143 -0.066
C -0.095 0.457 0.062
H -0.147 0.020 -0.108
H 0.004 0.108 -0.022
H 0.057 -0.078 0.320



Record 2
Density functional theory data (ωB97M-V with the def2-TZVPD basis set) for 8 unconnected molecules or ions with the total composition C34H61NO23 in a non-equilibrium geometry.

Values from the calculation:
* gap between HOMO and LUMO: 9.8 eV
* SMILES string: O=[N+]([O-])c1ccccc1.CCOC(=O)OC.CCOC(=O)OC.CCOC(=O)OC.CCOC(=O)OC.CCOC(=O)OC.CCOC(=O)OC.CCOC(=O)OC
* net charge: 0
* multiplicity: 1
* ΔE to the lowest compared entry with this formula, charge and spin: 0.0 kJ/mol

Last column: Löwdin charge in e.
Element x y z (Å)
O: 22.206 -7.509 19.247  0.081
N: 21.668 -6.652 19.922  -0.344
O: 21.867 -5.459 19.809  0.078
C: 20.671 -7.068 20.920  -0.151
C: 19.559 -6.281 21.104  -0.006
C: 18.575 -6.708 21.988  -0.062
C: 18.762 -7.885 22.703  -0.070
C: 19.894 -8.659 22.503  -0.053
C: 20.846 -8.276 21.565  0.007
H: 19.455 -5.295 20.673  0.122
H: 17.666 -6.144 22.136  0.108
H: 17.996 -8.130 23.429  0.109
H: 19.975 -9.601 23.030  0.110
H: 21.674 -8.964 21.493  0.098
C: 24.550 -7.613 14.499  -0.041
C: 23.511 -8.719 14.624  -0.212
O: 23.165 -9.285 13.366  0.040
C: 23.823 -10.386 12.994  -0.608
O: 24.509 -11.077 13.702  0.110
O: 23.500 -10.645 11.741  0.013
C: 24.002 -11.862 11.195  -0.034
H: 25.173 -7.805 13.626  0.083
H: 25.153 -7.522 15.396  0.069
H: 24.019 -6.667 14.374  0.075
H: 22.594 -8.353 15.089  0.124
H: 23.821 -9.507 15.314  0.112
H: 25.065 -11.747 10.955  0.100
H: 23.547 -11.995 10.217  0.093
H: 23.833 -12.688 11.877  0.096
C: 26.696 -7.357 20.235  -0.064
C: 25.447 -7.428 19.406  -0.182
O: 25.439 -8.568 18.510  0.030
C: 25.314 -9.797 18.976  -0.599
O: 25.162 -10.122 20.128  0.119
O: 25.432 -10.631 17.927  -0.002
C: 25.088 -11.973 18.223  -0.048
H: 26.807 -8.223 20.883  0.080
H: 26.508 -6.493 20.885  0.083
H: 27.596 -7.129 19.677  0.055
H: 25.437 -6.582 18.720  0.121
H: 24.496 -7.440 19.933  0.103
H: 25.203 -12.603 17.347  0.100
H: 24.068 -11.993 18.593  0.088
H: 25.741 -12.377 18.997  0.080
C: 31.222 -6.858 28.106  -0.062
C: 30.969 -5.939 26.928  -0.239
O: 30.494 -6.711 25.833  0.051
C: 30.202 -6.023 24.737  -0.619
O: 30.182 -4.833 24.605  0.130
O: 29.928 -6.895 23.764  0.003
C: 29.452 -6.304 22.551  -0.031
H: 30.406 -7.549 28.286  0.079
H: 31.464 -6.275 28.992  0.078
H: 32.120 -7.433 27.855  0.079
H: 31.812 -5.288 26.678  0.129
H: 30.248 -5.156 27.211  0.125
H: 29.203 -7.110 21.870  0.085
H: 30.203 -5.588 22.233  0.092
H: 28.491 -5.815 22.736  0.098
C: 22.490 -11.886 21.432  -0.042
C: 22.460 -12.927 22.510  -0.186
O: 21.335 -12.572 23.376  0.040
C: 20.818 -13.588 24.057  -0.609
O: 21.242 -14.702 24.116  0.146
O: 19.710 -13.166 24.671  -0.002
C: 19.098 -14.094 25.556  -0.045
H: 21.652 -11.989 20.739  0.096
H: 23.411 -11.903 20.853  0.049
H: 22.424 -10.862 21.801  0.062
H: 23.328 -12.916 23.167  0.125
H: 22.301 -13.933 22.135  0.117
H: 18.283 -13.553 26.032  0.092
H: 19.761 -14.403 26.363  0.099
H: 18.718 -14.936 24.983  0.097
C: 29.164 -6.966 17.140  -0.059
C: 30.008 -7.816 16.239  -0.224
O: 29.234 -8.807 15.589  0.014
C: 29.210 -8.840 14.247  -0.600
O: 29.639 -7.987 13.536  0.145
O: 28.712 -9.986 13.774  0.006
C: 27.640 -10.636 14.480  -0.019
H: 29.740 -6.233 17.704  0.078
H: 28.519 -7.491 17.848  0.056
H: 28.405 -6.439 16.550  0.089
H: 30.802 -8.333 16.786  0.126
H: 30.559 -7.198 15.529  0.122
H: 27.646 -11.673 14.153  0.096
H: 26.714 -10.208 14.105  0.071
H: 27.702 -10.578 15.562  0.090
C: 25.187 -14.469 20.930  -0.070
C: 24.665 -15.133 22.152  -0.250
O: 23.821 -16.217 21.784  0.047
C: 23.168 -16.804 22.791  -0.625
O: 23.337 -16.577 23.949  0.137
O: 22.301 -17.669 22.272  0.010
C: 21.698 -18.524 23.227  -0.046
H: 25.738 -13.564 21.167  0.086
H: 24.434 -14.241 20.166  0.077
H: 25.778 -15.196 20.359  0.089
H: 24.155 -14.425 22.815  0.082
H: 25.477 -15.488 22.795  0.136
H: 21.139 -17.967 23.973  0.095
H: 22.454 -19.145 23.712  0.100
H: 21.055 -19.203 22.674  0.093
C: 24.609 -3.016 19.877  -0.048
C: 25.395 -2.944 18.571  -0.204
O: 26.638 -2.227 18.711  0.034
C: 27.668 -2.958 19.140  -0.616
O: 27.712 -4.161 19.149  0.109
O: 28.596 -2.130 19.591  0.018
C: 29.766 -2.753 20.118  -0.031
H: 23.680 -3.491 19.562  0.065
H: 24.482 -2.002 20.250  0.081
H: 25.145 -3.587 20.635  0.076
H: 24.851 -2.274 17.903  0.124
H: 25.542 -3.911 18.099  0.111
H: 30.555 -2.000 20.123  0.095
H: 30.126 -3.511 19.422  0.093
H: 29.612 -3.099 21.136  0.094

Cartesian forces, eV/Å:
O -0.056 -0.023 0.276
N -0.088 0.121 -0.159
O 0.080 0.123 -0.035
C 0.420 -0.482 -0.431
C -0.591 0.600 0.576
C 0.393 -0.342 0.026
C -0.345 0.483 -0.026
C -0.516 -0.039 -0.094
C -0.406 -0.577 0.965
H 0.207 -0.183 -0.417
H 0.092 0.191 -0.032
H 0.145 -0.372 -0.023
H 0.278 0.047 0.025
H 0.358 0.452 -0.692
C -0.667 0.049 -0.202
C 0.050 -0.309 1.370
O 0.034 0.173 -0.443
C -0.519 -0.179 0.598
O 0.301 0.033 -0.052
O -0.301 0.151 -0.580
C 0.780 0.227 -0.492
H 0.172 0.124 0.109
H 0.158 -0.173 0.100
H 0.263 0.077 -0.258
H -0.106 0.160 -0.455
H 0.351 -0.088 -0.293
H 0.007 -0.128 0.490
H -0.524 -0.043 0.260
H -0.001 -0.115 -0.085
C -0.655 0.573 1.032
C 0.086 -0.477 -0.837
O 0.138 0.214 -0.592
C 0.393 0.295 -0.034
O -0.235 -0.087 -0.079
O -0.081 0.215 -0.057
C 0.125 -0.465 0.654
H 0.128 -0.120 -0.090
H 0.321 -0.064 0.081
H -0.016 -0.173 -0.209
H -0.149 -0.024 -0.022
H 0.234 -0.002 0.426
H -0.071 0.384 -0.318
H -0.172 -0.235 -0.060
H -0.011 0.092 0.057
C 1.066 -0.051 -0.811
C -0.741 1.413 1.167
O 0.332 -0.020 0.026
C -0.136 -0.448 -0.583
O 0.091 0.560 0.268
O -0.220 -0.480 0.134
C -0.568 0.150 0.539
H -0.176 0.104 0.057
H -0.192 0.029 0.079
H -0.168 -0.225 0.262
H 0.397 -0.704 -0.337
H -0.407 -0.509 -0.225
H 0.638 -0.101 -0.146
H -0.169 -0.032 -0.561
H 0.244 0.327 0.084
C 0.015 0.480 -0.656
C -0.697 0.649 0.727
O -0.031 -0.133 -0.413
C -0.519 0.375 0.176
O 0.321 -0.685 -0.084
O 0.182 0.656 0.079
C -0.345 0.088 0.248
H 0.017 -0.228 0.059
H 0.098 -0.233 0.032
H 0.096 -0.153 0.439
H 0.046 0.173 -0.213
H -0.009 0.012 -0.073
H -0.106 0.000 -0.238
H 0.254 -0.198 -0.287
H 0.040 -0.194 0.199
C -1.278 0.457 0.025
C 1.093 0.355 0.347
O -0.407 -0.572 -0.036
C 0.093 -0.329 0.314
O 0.332 0.455 -0.462
O -0.078 0.146 0.271
C -0.299 -0.161 -0.519
H 0.127 -0.005 -0.125
H 0.522 -0.537 0.037
H 0.357 0.271 -0.152
H -0.264 -0.216 0.178
H -0.405 0.000 -0.274
H 0.159 -0.034 0.077
H -0.123 0.051 0.307
H 0.181 0.140 -0.003
C 0.044 -0.640 -1.482
C 0.279 0.391 1.446
O -0.295 0.108 -0.378
C 0.081 0.221 -0.268
O 0.279 -0.176 0.582
O 0.114 -0.020 -0.316
C -0.079 -0.672 0.204
H 0.207 -0.039 -0.012
H -0.433 0.321 0.568
H 0.533 0.279 0.332
H -0.053 -0.598 -0.389
H 0.102 -0.268 -0.294
H -0.019 0.083 0.023
H 0.047 0.203 0.133
H -0.159 0.202 -0.093
C 0.846 -0.036 -0.809
C -0.310 0.893 -0.057
O 0.203 -0.292 0.219
C -0.698 0.056 0.183
O 0.216 -0.270 0.059
O 0.374 0.213 0.076
C 0.816 0.335 -0.543
H -0.247 0.039 0.657
H -0.355 -0.036 0.037
H -0.188 -0.234 -0.033
H -0.108 -0.323 -0.199
H 0.148 -0.029 0.038
H -0.303 0.217 0.139
H -0.265 -0.356 0.355
H -0.143 -0.296 -0.086



| no. | HOMO level (eV) |
| --- | --- |
| 1 | -8.022 |
| 2 | -10.317 |